[1]
Entry from OMol25: a 2-piece molecular cluster, C6H5N overall at a distorted geometry (ωB97M-V with the def2-TZVPD basis set).

Each atom is followed by the atoms it is bonded to, with distances in Å.
CARTESIAN COORDINATES (ANGSTROEM)
1 N -2.303 -1.109 -1.851  C7 1.159
2 C -2.279 0.310 1.407  C3 1.161
3 C -2.819 1.119 2.041  C2 1.161
4 C 0.403 -0.148 0.066  C5 1.359, C6 1.455, H9 1.192
5 C 0.098 -0.432 -1.227  C4 1.359, C7 1.421, H11 1.112
6 C 1.731 0.289 0.472  C4 1.455, H8 1.207, H10 1.052, H12 1.124
7 C -1.245 -0.828 -1.473  N1 1.159, C5 1.421
8 H 1.705 1.461 0.756  C6 1.207
9 H -0.557 -0.079 0.770  C4 1.192
10 H 1.974 -0.069 1.431  C6 1.052
11 H 0.902 -0.632 -1.969  C5 1.112
12 H 2.389 0.119 -0.423  C6 1.124

Calculated values
F_max (eV Å⁻¹): 9.13
Molecular weight (u): 91.11
Lowest unoccupied orbital energy (alpha / beta) (eV): -4.47 / -4.47
E_tot (a.u.): -285.9810
Energy relative to the best compared isomer or geometry (same formula, charge and spin) (eV): 9.856
Highest occupied orbital energy (alpha / beta) (eV): -10.18 / -10.18
HOMO-LUMO gap (alpha / beta) (eV): 5.7 / 5.7

[2]
Entry from OMol25: one molecule with the formula C6H5N at a distorted geometry (ωB97M-V with the def2-TZVPD basis set).

Each atom is followed by the atoms it is bonded to, with distances in Å.
CARTESIAN COORDINATES (ANGSTROEM)
1 N -0.962 -0.809 -0.884  C4 1.253, C6 1.439
2 C 0.555 0.679 0.205  C5 1.523, C6 1.525, C7 1.463, H8 1.079
3 C 2.885 -0.270 -0.760  C5 1.260
4 C -0.349 -1.506 -0.043  N1 1.253, C7 1.614, H9 1.072
5 C 1.795 -0.134 -0.143  C2 1.523, C3 1.260, C7 1.517
6 C -0.532 0.564 -0.859  N1 1.439, C2 1.525, H10 1.092, H11 1.094
7 C 0.723 -0.646 0.802  C2 1.463, C4 1.614, C5 1.517, H12 1.074
8 H 0.719 1.618 0.712  C2 1.079
9 H -0.516 -2.555 0.108  C4 1.072
10 H -0.170 0.827 -1.856  C6 1.092
11 H -1.392 1.201 -0.636  C6 1.094
12 H 1.002 -0.922 1.802  C7 1.074

Calculated values
F_max (eV Å⁻¹): 2.61
Molecular weight (u): 91.11
Lowest unoccupied orbital energy (eV): -0.27
E_tot (a.u.): -286.1902
Energy relative to the best compared isomer or geometry (same formula, charge and spin) (eV): 4.164
Highest occupied orbital energy (eV): -9.71
HOMO-LUMO gap (eV): 9.4

[3]
Entry from OMol25: one molecule with the formula C6H5N (ωB97M-V with the def2-TZVPD basis set).

Each atom is followed by the atoms it is bonded to, with distances in Å.
CARTESIAN COORDINATES (ANGSTROEM)
1 N 0.443 -1.530 0.266  C5 1.445, C6 1.453, H9 1.018
2 C -0.665 0.722 0.054  C3 1.276, C5 1.470, C7 1.581
3 C -1.713 0.803 0.777  C2 1.276, H12 1.074
4 C 1.535 0.475 -0.574  C6 1.386, C7 1.309
5 C -0.614 -0.709 -0.277  N1 1.445, C2 1.470, C6 1.787, H8 1.082
6 C 1.085 -0.812 -0.822  N1 1.453, C4 1.386, C5 1.787, H11 1.085
7 C 0.753 1.407 -0.091  C2 1.581, C4 1.309, H10 1.082
8 H -1.428 -1.214 -0.782  C5 1.082
9 H 0.778 -1.202 1.170  N1 1.018
10 H 0.927 2.332 0.442  C7 1.082
11 H 1.283 -1.391 -1.718  C6 1.085
12 H -2.383 1.120 1.554  C3 1.074

Calculated values
F_max (eV Å⁻¹): 0.86
Molecular weight (u): 91.11
Lowest unoccupied orbital energy (alpha / beta) (eV): -0.34 / -0.79
E_tot (a.u.): -286.1049
Energy relative to the best compared isomer or geometry (same formula, charge and spin) (eV): 6.485
Highest occupied orbital energy (alpha / beta) (eV): -8.46 / -8.32
HOMO-LUMO gap (alpha / beta) (eV): 8.1 / 7.5

[4]
Entry from OMol25: one molecule with the formula C6H5N at a distorted geometry (ωB97M-V with the def2-TZVPD basis set).

Each atom is followed by the atoms it is bonded to, with distances in Å.
CARTESIAN COORDINATES (ANGSTROEM)
1 N -0.065 -1.622 0.347  C2 1.492, C3 1.360, H12 1.019
2 C -0.619 -0.728 -0.712  N1 1.492, C3 1.459, C6 1.436, H9 1.089
3 C 0.611 -0.484 0.034  N1 1.360, C2 1.459, C5 1.369
4 C -2.673 0.864 -0.267  C6 1.201, H8 1.064
5 C 1.756 0.195 0.355  C3 1.369, C7 1.449, H11 1.092
6 C -1.742 0.134 -0.468  C2 1.436, C4 1.201
7 C 1.918 1.580 -0.039  C5 1.449, H10 1.124
8 H -3.499 1.513 -0.091  C4 1.064
9 H -0.543 -1.190 -1.695  C2 1.089
10 H 2.931 1.840 0.372  C7 1.124
11 H 2.454 -0.433 0.912  C5 1.092
12 H -0.528 -1.670 1.253  N1 1.019

Calculated values
F_max (eV Å⁻¹): 1.65
Molecular weight (u): 91.11
Lowest unoccupied orbital energy (eV): -0.61
E_tot (a.u.): -286.1104
Energy relative to the best compared isomer or geometry (same formula, charge and spin) (eV): 6.335
Highest occupied orbital energy (eV): -8.26
HOMO-LUMO gap (eV): 7.6

Q: Which value of F_max does entry 1 give?
A: 9.13 eV Å⁻¹